This record from the Open Molecules 2025 dataset describes an isolated molecule of C4H12BO2PS in a non-equilibrium geometry. The level of theory is ωB97M-V with the def2-TZVPD basis set.

Electronic energy = -29237.825 eV
HOMO energy = -9.50 eV
SMILES string = O=[PH2]B(S)CCCCO
Total charge = 0

Each atom is followed by the atoms it is bonded to, with distances in Å.
Element x y z (Å)
1 S 1.8611 0.6168 -2.1470  B9 1.818, H15 1.343
2 P 2.2470 -1.2059 0.4010  O3 1.496, B9 1.935, H12 1.415, H14 1.415
3 O 3.6814 -0.9865 0.7636  P2 1.496
4 O -2.6048 -1.7838 -0.4764  C7 1.412, H20 0.969
5 C 0.7680 1.4746 0.5019  C8 1.541, B9 1.568, H11 1.087, H19 1.087
6 C -1.2643 -0.0926 0.7256  C7 1.537, C8 1.532, H10 1.087, H17 1.085
7 C -1.4398 -0.9859 -0.5128  O4 1.412, C6 1.537, H13 1.090, H21 1.088
8 C -0.7623 1.3198 0.4069  C5 1.541, C6 1.532, H16 1.085, H18 1.086
9 B 1.5426 0.4250 -0.3672  S1 1.818, P2 1.935, C5 1.568
10 H -2.2377 -0.0003 1.2014  C6 1.087
11 H 1.0201 2.4541 0.1029  C5 1.087
12 H 1.4767 -1.5833 1.5263  P2 1.415
13 H -1.3843 -0.3539 -1.3995  C7 1.090
14 H 2.1398 -2.2690 -0.5262  P2 1.415
15 H 0.7756 1.3052 -2.5376  S1 1.343
16 H -1.1423 1.6615 -0.5507  C8 1.085
17 H -0.6062 -0.5378 1.4646  C6 1.085
18 H -1.1900 1.9877 1.1485  C8 1.086
19 H 1.0743 1.4441 1.5444  C5 1.087
20 H -3.3525 -1.2108 -0.7038  O4 0.969
21 H -0.6025 -1.6791 -0.5660  C7 1.088

These are the natural (NBO) partial charges, in e, on atoms 1 to 5: number 1, S, carries -0.152; number 2, P, carries 1.235; number 3, O, carries -1.087; number 4, O, carries -0.705; number 5, C, carries -0.796